No. 1
The following is a DFT calculation (ωB97M-V/def2-TZVPD) of a cluster of 2 separate species, C4H12 in total in a non-equilibrium geometry.

- Energy above the lowest of the compared OMol25 structures with the same formula, charge and spin: 10.5 kcal/mol
- F_max: 3.50 eV/A
- LUMO energy: 1.10 eV
- SMILES: CC.CC

Atoms and positions in Å:
C  -2.220  -0.615  -0.878
C  -2.020  -1.013  0.558
H  -1.930  0.458  -1.050
H  -1.374  -1.124  -1.455
H  -3.135  -0.916  -1.352
H  -2.362  -0.261  1.275
H  -2.633  -1.940  0.745
H  -0.977  -1.186  0.777
C  2.638  0.404  0.449
C  1.508  1.260  -0.103
H  2.992  -0.270  -0.338
H  3.554  0.981  0.597
H  2.382  -0.101  1.369
H  1.807  1.628  -1.065
H  1.204  1.982  0.664
H  0.564  0.712  -0.194

No. 2
The following is a DFT calculation (ωB97M-V/def2-TZVPD) of a cluster of 2 separate species, C4H12 in total in a non-equilibrium geometry.

- Energy above the lowest of the compared OMol25 structures with the same formula, charge and spin: 14.1 kcal/mol
- F_max: 1.84 eV/A
- LUMO energy: 1.09 eV
- SMILES: CC.CC

Atoms and positions in Å:
C  -1.317  0.864  -0.117
C  -2.415  1.633  0.655
H  -0.471  1.421  -0.506
H  -0.911  0.104  0.556
H  -1.748  0.206  -0.881
H  -3.354  1.120  0.505
H  -2.157  1.662  1.712
H  -2.377  2.641  0.240
C  2.511  -0.802  -0.219
C  1.203  -1.603  -0.381
H  2.462  0.164  -0.725
H  2.552  -0.477  0.824
H  3.360  -1.372  -0.583
H  0.366  -0.926  -0.474
H  0.942  -2.215  0.488
H  1.354  -2.421  -1.093

No. 3
The following is a DFT calculation (ωB97M-V/def2-TZVPD) of a cluster of 2 separate species, C4H12 in total in a non-equilibrium geometry.

- Energy above the lowest of the compared OMol25 structures with the same formula, charge and spin: 6.2 kcal/mol
- F_max: 1.49 eV/A
- LUMO energy: 1.18 eV
- SMILES: CC.CC

Atoms and positions in Å:
C  1.553  -2.353  -0.480
C  1.483  -1.218  0.532
H  1.155  -3.278  -0.062
H  0.894  -2.146  -1.326
H  2.561  -2.516  -0.846
H  0.482  -0.981  0.893
H  1.995  -0.310  0.224
H  1.931  -1.505  1.491
C  -2.124  2.070  0.326
C  -0.929  1.491  -0.386
H  -3.065  1.591  0.069
H  -2.055  2.166  1.409
H  -2.282  3.115  0.029
H  -0.029  1.500  0.231
H  -0.587  2.060  -1.255
H  -1.057  0.472  -0.746